1.
Density functional theory data (ωB97M-V/def2-TZVPD) for a cluster of 2 separate species, C3H5N4PS in total at a distorted geometry.

- Multiplicity: 1
- SMILES: CSc1nn[nH]n1.C#P
- Relative energy (zero: lowest compared OMol25 entry of this formula, charge and spin): 18.1 kcal per mole

Last columns: bonded neighbours and bond lengths (Å).
Positions of all 14 atoms, in Å:
1 C -1.05042 0.41472 2.25106  S2 1.797, H8 1.024, H9 1.096, H10 1.071
2 S 0.71040 0.33067 1.90231  C1 1.797, C3 1.673
3 C 0.76260 0.81094 0.30028  S2 1.673, N4 1.372, N7 1.317
4 N -0.36483 0.99500 -0.45973  C3 1.372, N5 1.315
5 N 0.06135 1.32417 -1.65951  N4 1.315, N6 1.296
6 N 1.35389 1.37456 -1.58114  N5 1.296, N7 1.278, H11 1.084
7 N 1.82596 1.00909 -0.45140  C3 1.317, N6 1.278
8 H -1.40139 0.15460 3.17723  C1 1.024
9 H -1.58507 -0.19270 1.51114  C1 1.096
10 H -1.50230 1.38463 2.30436  C1 1.071
11 H 2.05669 1.43795 -2.40371  N6 1.084
12 C -0.19162 -3.12185 -1.60557  P13 1.543, H14 1.137
13 P -1.02265 -1.83794 -1.40285  C12 1.543
14 H 0.34737 -4.08384 -1.88246  C12 1.137



2.
Density functional theory data (ωB97M-V/def2-TZVPD) for a cluster of 2 separate species, H5N5O in total at a distorted geometry.

- Multiplicity: 1
- Relative energy (zero: lowest compared OMol25 entry of this formula, charge and spin): 20.0 kcal per mole

Last columns: bonded neighbours and bond lengths (Å).
Positions of all 11 atoms, in Å:
1 N 0.35737 -2.00358 -2.14691  N2 1.275, H7 1.024
2 N -0.09584 -0.81892 -2.01620  N1 1.275, N4 1.293, H8 1.016
3 N 0.17103 1.93121 2.81259  N5 1.241, H9 1.069
4 N -0.28730 -0.02984 -1.01028  N2 1.293, H10 1.011
5 N -0.02589 1.39540 1.71120  N3 1.241, O6 1.353
6 O 0.13343 0.06103 1.55093  N5 1.353, H11 0.977
7 H 0.39571 -2.41682 -1.21073  N1 1.024
8 H -0.26674 -0.34122 -2.89648  N2 1.016
9 H 0.47677 1.53749 3.75845  N3 1.069
10 H -0.54914 0.90819 -1.27997  N4 1.011
11 H -0.30939 -0.22292 0.72740  O6 0.977



Result set for electronic energy: -29272.32854 -9573.66936 eV, one per record in the order listed.
Result set for HOMO-LUMO gap: 9.51 9.53 eV, one per record in the order listed.
Result set for M: 160.14 91.07 g mol⁻¹, one per record in the order listed.